# 1
Density functional theory data (wB97M-V/def2-TZVPD) for 10 unconnected molecules or ions with the total composition C18H50F6O10P in a non-equilibrium geometry.

Summary:
HOMO-LUMO gap (eV): 10.26
ΔE to the lowest compared entry with this formula, charge and spin (kcal/mol): 31.38
E_HOMO (eV): -8.026
Net charge: -1

Each line ends with the Mulliken charge.
Atoms and positions in Å:
P1 0.969 -0.363 -0.670  1.188
F1 0.041 0.063 0.568  -0.332
F2 -0.133 -1.392 -1.253  -0.351
F3 0.376 0.874 -1.618  -0.372
F4 1.855 -0.793 -2.029  -0.400
F5 2.253 0.615 -0.046  -0.399
F6 1.622 -1.691 -0.033  -0.333
C1 2.832 -0.416 -9.376  -0.586
C2 3.220 0.467 -8.224  -0.415
C3 3.450 1.745 -9.017  -0.442
O1 2.381 1.816 -10.012  -0.399
C4 2.025 0.526 -10.327  -0.399
H1 2.135 -1.222 -9.147  0.316
H2 3.625 -0.936 -9.914  0.290
H3 4.123 0.120 -7.721  0.297
H4 2.411 0.484 -7.494  0.249
H5 4.452 1.831 -9.438  0.258
H6 3.311 2.653 -8.431  0.295
H7 2.318 0.237 -11.336  0.233
H8 0.940 0.506 -10.225  0.302
C5 4.607 -5.162 3.472  -0.513
C6 4.230 -6.626 3.042  -0.529
C7 5.438 -7.085 2.103  -0.393
O2 6.442 -6.126 2.349  -0.405
C8 5.854 -4.868 2.611  -0.494
H9 4.756 -5.061 4.547  0.271
H10 3.818 -4.416 3.374  0.314
H11 3.204 -6.761 2.698  0.370
H12 4.127 -7.187 3.971  0.204
H13 5.185 -7.001 1.047  0.277
H14 5.766 -8.081 2.400  0.276
H15 5.599 -4.423 1.650  0.274
H16 6.506 -4.062 2.947  0.348
C9 0.176 5.469 0.959  -0.534
O3 1.157 5.260 -0.006  -0.524
H17 0.100 6.423 1.481  0.255
H18 -0.803 5.302 0.510  0.257
H19 0.401 4.663 1.658  0.202
H20 1.089 4.321 -0.195  0.342
C10 -2.412 -3.219 -6.592  -0.467
O4 -2.998 -4.200 -5.774  -0.517
H21 -1.618 -3.680 -7.180  0.210
H22 -3.192 -2.728 -7.174  0.222
H23 -2.080 -2.420 -5.929  0.242
H24 -2.348 -4.513 -5.141  0.310
C11 4.464 7.101 3.917  -0.473
O5 4.358 5.713 3.845  -0.479
H25 5.336 7.539 3.432  0.240
H26 3.549 7.592 3.583  0.226
H27 4.677 7.210 4.981  0.188
H28 4.049 5.523 2.957  0.298
C12 -5.298 -2.810 2.787  -0.606
O6 -6.462 -2.103 2.776  -0.478
H29 -5.590 -3.811 2.466  0.258
H30 -4.437 -2.416 2.247  0.261
H31 -4.910 -3.063 3.774  0.243
H32 -6.808 -2.268 1.896  0.321
C13 3.279 -4.626 -4.608  -0.514
O7 1.864 -4.733 -4.326  -0.516
H33 3.810 -3.985 -3.904  0.251
H34 3.851 -5.543 -4.747  0.240
H35 3.262 -4.114 -5.570  0.205
H36 1.602 -3.964 -3.815  0.333
C14 0.911 0.835 6.016  -0.521
O8 -0.019 -0.293 5.923  -0.500
H37 0.933 1.410 6.942  0.247
H38 1.929 0.476 5.862  0.232
H39 0.614 1.579 5.276  0.232
H40 0.361 -0.816 5.214  0.310
C15 -8.546 3.644 7.202  -0.732
O9 -7.757 3.302 5.987  -0.292
C16 -7.274 4.509 5.297  -0.426
C17 -6.160 4.140 4.363  -0.509
O10 -6.621 3.018 3.508  -0.271
C18 -6.082 2.895 2.195  -0.722
H41 -9.196 4.506 7.050  0.307
H42 -7.872 3.877 8.026  0.280
H43 -9.184 2.791 7.433  0.239
H44 -6.827 5.196 6.015  0.349
H45 -8.079 5.073 4.825  0.309
H46 -5.203 3.874 4.813  0.323
H47 -6.065 5.041 3.757  0.317
H48 -6.295 2.019 1.582  0.245
H49 -4.997 2.950 2.287  0.288
H50 -6.378 3.790 1.648  0.295

=====

# 2
Density functional theory data (wB97M-V/def2-TZVPD) for a molecular structure, C23H17CdClF3N6O6S2.

Summary:
HOMO-LUMO gap (spin up / spin down) (eV): 3.26 / 7.15
⟨S²⟩: 0.78
ΔE to the lowest compared entry with this formula, charge and spin (kcal/mol): 12.59
E_HOMO (spin up / spin down) (eV): 1.125 / -2.766
Net charge: -2
2S+1: 2

Each line ends with the natural charge from an NBO analysis.
Atoms and positions in Å:
Cd1 0.190 -0.395 0.228  1.617
F1 3.536 -4.477 3.174  -0.344
C1 2.339 -4.883 2.659  0.986
F2 2.035 -6.045 3.326  -0.357
F3 2.559 -5.226 1.392  -0.305
C2 1.265 -3.871 2.880  -0.271
C3 0.710 -3.859 4.150  -0.129
C4 -0.294 -2.961 4.461  -0.342
C5 -0.728 -2.120 3.449  0.088
N1 -0.207 -2.106 2.237  -0.527
C6 0.838 -2.912 1.922  0.092
S1 1.574 -2.606 0.406  -0.360
H1 1.070 -4.565 4.887  0.212
H2 -0.731 -2.916 5.450  0.204
H3 -1.533 -1.410 3.613  0.196
O1 -1.532 0.313 -5.970  -0.713
C7 -1.607 1.566 -5.579  0.777
O2 -2.033 2.427 -6.332  -0.663
C8 -1.184 1.880 -4.186  -0.300
C9 -1.195 3.176 -3.644  0.038
Cl1 -1.294 4.666 -4.491  -0.007
N2 -0.705 3.109 -2.347  -0.209
N3 -0.364 1.801 -2.050  -0.384
C10 -0.661 1.075 -3.145  0.013
C11 -0.395 -0.406 -3.083  0.786
O3 -0.605 -1.096 -4.117  -0.728
O4 -0.022 -0.926 -1.998  -0.821
C12 -0.589 4.099 -1.394  0.089
C13 -1.433 5.241 -1.379  -0.240
C14 -1.284 6.200 -0.396  -0.229
C15 -0.321 6.075 0.610  -0.341
C16 0.479 4.924 0.623  -0.200
C17 0.349 3.951 -0.344  -0.273
H4 -1.121 -0.276 -5.219  0.501
H5 -2.210 5.352 -2.118  0.207
H6 -1.945 7.061 -0.403  0.186
H7 -0.222 6.831 1.382  0.185
H8 1.204 4.769 1.416  0.200
H9 0.962 3.065 -0.303  0.230
O5 -1.932 0.637 0.432  -0.657
N4 -2.127 1.582 1.308  0.026
C18 -3.285 2.271 1.211  0.026
C19 -3.623 3.276 2.076  -0.289
C20 -2.730 3.613 3.092  -0.202
C21 -1.537 2.938 3.165  -0.240
C22 -1.196 1.912 2.265  0.019
S2 0.326 1.139 2.332  -0.391
H10 -3.906 1.960 0.385  0.226
H11 -4.565 3.791 1.951  0.211
H12 -2.957 4.408 3.792  0.202
H13 -0.792 3.189 3.907  0.221
N5 4.537 1.719 -0.469  -0.856
C23 3.224 1.307 -0.678  0.785
N6 2.668 1.708 -1.843  -0.847
O6 2.651 0.627 0.170  -0.686
H14 5.105 1.890 -1.279  0.370
H15 4.989 1.209 0.270  0.392
H16 3.093 2.445 -2.375  0.381
H17 1.649 1.616 -1.913  0.444

=====

# 3
Density functional theory data (wB97M-V/def2-TZVPD) for a gas-phase ion, C8H10NS (charge +1) in a non-equilibrium geometry.

Summary:
HOMO-LUMO gap (eV): 9.07
SMILES: C=C[C@H](S)[n+]1ccccc1
ΔE to the lowest compared entry with this formula, charge and spin (kcal/mol): 27.46
E_HOMO (eV): -13.324
Net charge: +1

Each line ends with the natural charge from an NBO analysis.
Atoms and positions in Å:
C1 0.009 0.040 2.952  -0.127
C2 1.088 0.319 2.147  -0.182
C3 -1.174 -0.231 2.342  -0.210
C4 0.900 0.373 0.804  0.044
C5 -1.286 -0.373 0.949  0.095
C6 0.952 -1.151 -2.838  -0.294
C7 0.861 -0.156 -1.933  -0.289
C8 -0.410 0.207 -1.311  -0.178
N1 -0.247 -0.006 0.263  -0.262
S1 -0.712 1.946 -1.733  0.054
H1 0.068 0.085 4.086  0.269
H2 2.148 0.396 2.593  0.268
H3 -2.105 -0.552 2.888  0.261
H4 1.785 0.427 0.163  0.251
H5 -2.216 -0.424 0.340  0.246
H6 1.865 -1.467 -3.445  0.246
H7 0.012 -1.687 -3.166  0.210
H8 1.661 0.610 -1.644  0.221
H9 -1.190 -0.362 -1.649  0.235
H10 -2.009 2.005 -1.807  0.143